Formula: C5H4N5O2
Source: the OMol25 dataset
Level of theory: ωB97M-V/def2-TZVPD

Last columns: bonded neighbours and bond lengths (Å).
CARTESIAN COORDINATES (ANGSTROEM)
1 O 1.17 -0.76 -0.35  C9 1.340, C10 1.454
2 O 1.80 1.15 0.52  C9 1.185
3 N -2.86 -0.16 -0.44  N4 1.329, C11 1.347
4 N -3.38 -1.31 -0.03  N3 1.329, N5 1.339
5 N -2.52 -2.03 0.70  N4 1.339, N7 1.284
6 N -0.87 3.26 -0.48  C12 1.211, H16 1.038
7 N -1.43 -1.35 0.73  N5 1.284, C11 1.362
8 C -0.60 0.80 -0.02  C9 1.579, C11 1.412, C12 1.313
9 C 0.96 0.52 -0.02  O1 1.340, O2 1.185, C8 1.579
10 C 2.48 -1.38 -0.21  O1 1.454, H13 1.108, H14 1.131, H15 1.056
11 C -1.62 -0.17 0.07  N3 1.347, N7 1.362, C8 1.412
12 C -0.79 2.09 -0.20  N6 1.211, C8 1.313
13 H 2.56 -2.46 -0.44  C10 1.108
14 H 2.91 -1.01 0.77  C10 1.131
15 H 3.09 -1.01 -0.99  C10 1.056
16 H -0.90 3.83 0.39  N6 1.038

Net charge ... -1
Multiplicity ... 1
Energy relative to the best compared isomer or geometry (same formula, charge and spin) ... 11.4 kJ/mol

These are the natural (NBO) partial charges, in e, on atoms 1 to 2: -0.502 -0.620